(1)
The following is a quantum chemistry calculation of an isolated molecule of C3H5ClS2 at a distorted geometry, from the OMol25 dataset.

Geometry (Å):
H  -1.2637  0.4703  2.2424
H  0.9801  -1.1353  1.0744
S  -1.7285  -0.6329  1.6225
H  0.5916  1.2195  0.7728
H  1.4215  1.3279  -2.1508
C  0.2397  0.6743  -0.1003
C  0.5772  -0.8536  0.0808
H  -1.3985  -0.5262  -0.7042
S  0.2356  1.6797  -1.6272
C  -0.7903  -0.3390  0.1201
Cl  1.1353  -1.8846  -1.3306

Summary:
LUMO level in eV: 0.65
Charge: 0
SMILES: S[C@@H]1C(Cl)[C@H]1S
E_tot in eV: -37383.5588
ΔE to the lowest compared entry with this formula, charge and spin in kcal/mol: 25.20
HOMO energy in eV: -9.217
Gap between HOMO and LUMO in eV: 9.9

Listed below, in e, are the Mulliken charges computed for each atom: number 1, H, carries 0.1237; number 2, H, carries 0.3310; number 3, S, carries -0.2162; number 4, H, carries 0.3464; number 5, H, carries 0.1334; number 6, C, carries -0.3344; number 7, C, carries -0.0449; number 8, H, carries 0.3870; number 9, S, carries -0.2128; number 10, C, carries -0.3181; number 11, Cl, carries -0.1952

=====

(2)
The following is a quantum chemistry calculation of a cluster of 2 separate species, C3H6FNO4 in total at a distorted geometry, from the OMol25 dataset.

Geometry (Å):
C  -0.4845  1.0594  0.4082
H  -0.4024  2.9655  0.8242
F  0.5378  0.3325  -1.6534
O  2.5868  -0.6146  -0.4567
H  -0.4286  -2.2645  0.7705
O  1.7067  -0.2703  1.4837
O  -1.7638  1.0511  -0.1255
N  1.6814  -0.2623  0.2658
C  0.4517  0.1259  -0.3369
H  -1.7323  1.3649  -1.0403
H  0.2471  -2.5583  -0.9208
O  0.1181  2.3187  0.3299
C  -0.4928  -2.1070  -0.2888
H  -0.5771  0.7123  1.4465
H  -1.4482  -1.8534  -0.7065

Summary:
LUMO level (alpha / beta) in eV: -1.25 / -1.13
Charge: 0
E_tot in eV: -15599.8878
ΔE to the lowest compared entry with this formula, charge and spin in kcal/mol: 56.23
HOMO energy (alpha / beta) in eV: -9.665 / -9.668
Gap between HOMO and LUMO (alpha / beta) in eV: 8.4 / 8.5

Listed below, in e, are the Mulliken charges computed for each atom: number 1, C, carries 0.1367; number 2, H, carries 0.3395; number 3, F, carries -0.2640; number 4, O, carries -0.5995; number 5, H, carries 0.3079; number 6, O, carries -0.6022; number 7, O, carries -0.5197; number 8, N, carries 1.0791; number 9, C, carries 0.0559; number 10, H, carries 0.3462; number 11, H, carries 0.3247; number 12, O, carries -0.5575; number 13, C, carries -0.6486; number 14, H, carries 0.3368; number 15, H, carries 0.2646